C3H2MgNaO3 | ωB97M-V with the def2-TZVPD basis set

Values from the calculation:
HOMO level (spin up / spin down): -4.09 / -6.80 eV
E_LUMO (spin up / spin down): -0.96 / 0.00 eV
gap between HOMO and LUMO (spin up / spin down): 3.125 / 6.796 eV
spin multiplicity: 2

Last column: Löwdin charge in e.
Positions of all 10 atoms, in Å:
C -1.14912 0.30425 0.23893  -0.308
O -2.31013 0.13760 -0.31381  -0.204
H 0.16034 1.23102 -1.23714  0.127
Na -4.62853 -0.78764 0.16147  0.400
C 0.02056 0.52891 -0.41743  -0.076
O 1.08567 -0.34749 -0.13746  -0.043
C 2.26844 -0.21740 -0.71721  -0.488
O 2.42649 0.68629 -1.58621  -0.242
Mg 4.27382 -0.30710 -1.47532  0.707
H -1.05240 0.98583 1.14959  0.128

=====

C3H4N2 | ωB97M-V with the def2-TZVPD basis set

Values from the calculation:
HOMO level: -9.04 eV
E_LUMO: 1.19 eV
SMILES: c1cn[nH]c1
gap between HOMO and LUMO: 10.223 eV

Last column: Löwdin charge in e.
Positions of all 9 atoms, in Å:
C 0.62050 0.98093 -0.05488  -0.072
C 1.08018 -0.62121 -0.05589  -0.137
N 0.05568 -1.37830 0.06485  -0.125
N -1.09510 -0.74373 0.23439  -0.038
C -0.72031 0.97153 0.03865  -0.003
H 1.43923 1.72389 -0.13195  0.084
H 2.05288 -1.16264 0.06132  0.096
H -1.78961 -1.33416 -0.27962  0.117
H -1.64344 1.56371 0.12313  0.078

=====

C3H12AlN2Sr | ωB97M-V with the def2-TZVPD basis set

Values from the calculation:
HOMO level: -10.25 eV
E_LUMO: -5.87 eV
gap between HOMO and LUMO: 4.378 eV
total charge: +1

Last column: Löwdin charge in e.
Positions of all 19 atoms, in Å:
C 1.93477 -1.25891 0.53242  -0.151
N 2.06517 0.13471 -0.04262  -0.241
C 0.89159 1.03363 0.38578  -0.365
Al -0.66135 0.67477 -0.91687  0.212
C -2.11993 -0.57354 -0.19506  -0.375
N -2.42554 -0.42795 1.27869  -0.110
H 2.06305 -2.01575 -0.37068  0.105
H 0.91134 -1.48683 1.05418  0.088
H 2.82797 -1.43873 1.29622  0.103
H 2.08245 0.11939 -1.10665  0.042
H 1.28886 2.14932 0.23637  -0.003
H 0.59512 0.90443 1.51047  0.098
H -1.25285 2.04099 -1.53829  -0.130
H -0.00643 -0.08624 -2.18105  -0.043
H -3.09028 -0.42007 -0.84670  0.065
H -1.75861 -1.69695 -0.37429  0.084
H -1.90350 -1.10669 1.87493  0.063
H -2.35155 0.55526 1.61974  0.054
Sr 0.90972 2.89920 -2.21659  1.504